C2H3N2P3 | the ωB97M-V functional and the def2-TZVPD basis

```
10
Properties=species:S:1:pos:R:3:mulliken_charge:R:1
C 0.718 -1.010 0.024 -0.11
C 1.239 0.318 -0.257 -0.74
N -1.648 -0.175 1.050 -0.22
N -2.782 1.997 -0.087 -0.49
P -0.614 -1.269 1.295 0.11
P 0.266 -0.273 -1.626 0.06
P -1.771 0.873 -0.314 0.36
H 1.469 -1.905 0.010 0.36
H 0.737 0.974 0.318 0.40
H 2.385 0.469 -0.413 0.27
```

LUMO level (alpha / beta) ... -1.49 / -1.49 eV
Energy above the lowest of the compared OMol25 structures with the same formula, charge and spin ... 74.6 kcal per mole
E_HOMO (alpha / beta) ... -8.7 / -8.7 eV
Largest force on an atom ... 0.087 Eh/bohr
Calculated total energy ... -1211.42993 Eh
Gap between HOMO and LUMO (alpha / beta) ... 7.22 / 7.22 eV

---

C2H3N2S2 | the ωB97M-V functional and the def2-TZVPD basis

```
9
Properties=species:S:1:pos:R:3:mulliken_charge:R:1
C -1.159 -0.528 -0.168 0.41
C 2.004 0.603 0.112 0.57
N -1.258 -1.156 -1.140 -0.02
N -0.742 0.379 0.604 -0.15
S 1.964 0.441 1.666 -0.33
S 1.965 0.720 -1.435 -0.15
H -1.703 -1.896 -1.515 0.29
H -1.084 1.228 0.614 0.20
H 0.013 0.210 1.263 0.18
```

LUMO level ... -4.50 eV
Energy above the lowest of the compared OMol25 structures with the same formula, charge and spin ... 32.9 kcal per mole
E_HOMO ... -13.8 eV
Largest force on an atom ... 0.117 Eh/bohr
Net charge ... +1
Calculated total energy ... -983.57066 Eh
Gap between HOMO and LUMO ... 9.33 eV

---

The lowest energy above the lowest of the compared OMol25 structures with the same formula, charge and spin belongs to which entry?
C2H3N2S2

---

Please write out number 1 again, unchanged.
C2H3N2P3 | the ωB97M-V functional and the def2-TZVPD basis

```
10
Properties=species:S:1:pos:R:3:mulliken_charge:R:1
C 0.718 -1.010 0.024 -0.11
C 1.239 0.318 -0.257 -0.74
N -1.648 -0.175 1.050 -0.22
N -2.782 1.997 -0.087 -0.49
P -0.614 -1.269 1.295 0.11
P 0.266 -0.273 -1.626 0.06
P -1.771 0.873 -0.314 0.36
H 1.469 -1.905 0.010 0.36
H 0.737 0.974 0.318 0.40
H 2.385 0.469 -0.413 0.27
```

LUMO level (alpha / beta) ... -1.49 / -1.49 eV
Energy above the lowest of the compared OMol25 structures with the same formula, charge and spin ... 74.6 kcal per mole
E_HOMO (alpha / beta) ... -8.7 / -8.7 eV
Largest force on an atom ... 0.087 Eh/bohr
Calculated total energy ... -1211.42993 Eh
Gap between HOMO and LUMO (alpha / beta) ... 7.22 / 7.22 eV